w) Here is one molecule with the formula C3H7N3OS from OMol25. Energies are from wB97M-V/def2-TZVPD.

Results
Gap between HOMO and LUMO   9.4 eV
Highest occupied orbital energy   -8.61 eV
LUMO level   0.75 eV
SMILES   N/N=C1\SCCN1O

Geometry (Å):
C: -0.59 0.00 -0.11
C: 1.64 -1.23 -0.13
C: 1.70 0.27 0.25
H: -2.99 -0.72 -0.85
H: -3.59 0.02 0.46
H: 2.22 -1.76 0.58
H: 1.98 -1.35 -1.17
H: 1.61 0.41 1.35
H: 2.61 0.83 -0.16
H: -0.72 2.21 0.01
N: -2.78 -0.48 0.13
N: -1.77 0.50 -0.05
N: 0.51 0.81 -0.37
O: 0.28 2.16 0.04
S: -0.12 -1.68 0.03

Löwdin atomic charges, in units of e:
1. C -0.67
2. C -0.42
3. C -0.21
4. H 0.08
5. H 0.07
6. H 0.05
7. H 0.09
8. H 0.13
9. H 0.15
10. H 0.09
11. N -0.03
12. N -0.07
13. N -0.19
14. O -0.03
15. S 0.97

x) Here is one molecule with the formula C3H7N3OS from OMol25. Energies are from wB97M-V/def2-TZVPD.

Results
Gap between HOMO and LUMO   10.1 eV
Highest occupied orbital energy   -9.60 eV
LUMO level   0.47 eV
SMILES   [H]/N=C(/C)NSC(N)=O

Geometry (Å):
C: 0.77 1.10 1.78
C: -0.59 0.46 1.73
C: 0.72 -0.68 -1.56
H: 1.55 0.44 1.35
H: 1.04 1.30 2.81
H: 0.80 2.03 1.22
H: -2.18 -0.09 2.61
H: -1.98 -0.33 0.43
H: 1.49 -2.48 -1.03
H: 0.32 -1.81 0.12
N: -1.28 0.34 2.79
N: -1.00 -0.01 0.47
N: 0.92 -1.71 -0.69
O: 1.26 -0.53 -2.63
S: -0.43 0.59 -1.02

Löwdin atomic charges, in units of e:
1. C -0.06
2. C -0.56
3. C -0.84
4. H 0.08
5. H 0.08
6. H 0.06
7. H 0.04
8. H 0.10
9. H 0.12
10. H 0.08
11. N 0.12
12. N -0.34
13. N 0.11
14. O 0.00
15. S 1.00

The data favor x); the next most stable structure lies 0.1084 hartree above it.

w) Here is one molecule with the formula C3H7N3OS from OMol25. Energies are from wB97M-V/def2-TZVPD.

Results
Gap between HOMO and LUMO   9.9 eV
Highest occupied orbital energy   -9.35 eV
LUMO level   0.58 eV
SMILES   [H]/N=C(/C=N\S)N(C)O

Geometry (Å):
C: 2.24 -0.89 0.85
C: -0.18 -0.95 0.39
C: -1.43 -0.10 0.43
H: 2.59 -0.72 -0.17
H: 2.89 -0.38 1.55
H: 2.32 -1.98 1.03
H: 0.86 1.40 0.57
H: 0.63 -2.55 -0.25
H: -2.14 -0.33 1.22
H: 0.03 0.08 -1.82
N: 0.89 -0.41 1.07
N: -0.24 -2.06 -0.24
N: -1.72 0.83 -0.39
O: 0.82 0.93 1.39
S: -0.63 1.26 -1.64

Löwdin atomic charges, in units of e:
1. C -0.03
2. C -0.46
3. C -0.20
4. H 0.09
5. H 0.09
6. H 0.10
7. H 0.04
8. H 0.03
9. H 0.12
10. H -0.13
11. N -0.19
12. N 0.15
13. N -0.34
14. O 0.00
15. S 0.74

x) Here is C3H7N3OS as an isolated structure from OMol25. Energies are from wB97M-V/def2-TZVPD.

Results
Gap between HOMO and LUMO   8.2 eV
Highest occupied orbital energy   -8.70 eV
LUMO level   -0.45 eV

Geometry (Å):
C: -0.77 -0.91 -0.25
C: -0.14 0.36 0.20
C: 1.37 0.36 -0.19
H: -3.73 -0.50 0.76
H: -2.57 0.77 0.37
H: -0.03 -1.64 -0.31
H: -0.07 0.19 1.43
H: -0.29 1.77 -1.17
H: 1.47 1.42 -0.61
H: 4.34 -1.34 -0.23
N: -2.87 -0.19 0.12
N: -1.99 -1.18 -0.39
N: 2.24 -0.61 0.40
O: -0.71 1.61 -0.06
S: 3.74 -0.10 -0.08

Löwdin atomic charges, in units of e:
1. C -0.19
2. C -0.45
3. C -0.20
4. H 0.13
5. H 0.06
6. H 0.08
7. H 0.21
8. H 0.25
9. H 0.12
10. H -0.12
11. N -0.05
12. N -0.01
13. N -0.38
14. O -0.12
15. S 0.68

The data favor w); the next most stable structure lies 0.1060 hartree above it.

w) Here is one molecule with the formula C3H7N3OS from OMol25. Energies are from wB97M-V/def2-TZVPD.

Results
Gap between HOMO and LUMO   9.2 eV
Highest occupied orbital energy   -8.66 eV
LUMO level   0.50 eV
SMILES   [H]/N=C(/N)SC/C=N\O

Geometry (Å):
C: -1.64 0.24 -0.29
C: 0.53 -0.90 0.48
C: 1.34 0.49 0.53
H: -2.97 -1.16 0.38
H: -3.28 0.50 0.53
H: -1.05 1.39 -1.82
H: 1.21 -1.74 0.48
H: 0.01 -0.99 1.41
H: 0.78 1.21 1.17
H: 4.06 0.20 -0.87
N: -2.51 -0.19 0.62
N: -1.67 1.35 -0.98
N: 2.56 0.76 0.09
O: 3.15 -0.30 -0.70
S: -0.52 -0.87 -1.02

Löwdin atomic charges, in units of e:
1. C -0.90
2. C -0.42
3. C -0.17
4. H 0.15
5. H 0.10
6. H 0.04
7. H 0.06
8. H 0.06
9. H 0.11
10. H 0.14
11. N 0.05
12. N 0.04
13. N -0.03
14. O -0.13
15. S 0.91

x) Here is one molecule with the formula C3H7N3OS from OMol25. Energies are from wB97M-V/def2-TZVPD.

Results
Gap between HOMO and LUMO   9.4 eV
Highest occupied orbital energy   -8.64 eV
LUMO level   0.73 eV
SMILES   C/C(=N\N)S/C=N\O

Geometry (Å):
C: -1.43 -0.42 1.50
C: -0.76 -0.38 0.14
C: 1.90 -0.19 -0.62
H: -1.22 0.49 2.06
H: -2.51 -0.44 1.30
H: -1.16 -1.29 2.09
H: 2.62 -0.52 -1.31
H: 1.46 2.28 1.03
H: -2.43 1.39 -0.02
H: -2.56 1.25 -1.69
N: 2.01 1.04 -0.20
N: -1.26 0.05 -0.95
N: -2.49 0.72 -0.86
O: 1.10 1.41 0.77
S: 0.69 -1.32 -0.10

Löwdin atomic charges, in units of e:
1. C -0.09
2. C -0.72
3. C -0.47
4. H 0.07
5. H 0.07
6. H 0.07
7. H 0.05
8. H 0.11
9. H 0.12
10. H 0.05
11. N -0.07
12. N -0.06
13. N 0.01
14. O -0.10
15. S 0.97

The data favor x); the next most stable structure lies 0.0101 hartree above it.

w) Here is one molecule with the formula C5H8N2O2 from OMol25. Energies are from wB97M-V/def2-TZVPD.

Results
Gap between HOMO and LUMO   9.1 eV
Highest occupied orbital energy   -8.51 eV
LUMO level   0.60 eV
SMILES   CC=C(NC=O)NC=O

Geometry (Å):
C: 0.24 -0.07 -2.41
C: 0.40 0.51 -1.07
C: 0.08 -0.03 0.13
C: -1.31 -1.81 1.24
C: 0.76 1.94 1.58
H: 0.45 0.75 -3.12
H: 1.00 -0.87 -2.57
H: -0.78 -0.49 -2.65
H: 0.90 1.47 -1.05
H: -0.55 -1.74 -0.69
H: -1.28 -1.19 2.19
H: 0.39 -0.01 2.20
H: 1.00 2.10 2.69
N: -0.54 -1.24 0.21
N: 0.32 0.66 1.41
O: -1.96 -2.81 1.11
O: 0.87 2.83 0.80

Löwdin atomic charges, in units of e:
1. C -0.12
2. C -0.11
3. C -0.29
4. C -0.32
5. C -0.38
6. H 0.08
7. H 0.09
8. H 0.09
9. H 0.09
10. H 0.15
11. H 0.14
12. H 0.14
13. H 0.14
14. N 0.10
15. N 0.09
16. O 0.05
17. O 0.06

x) Here is C5H8N2O2 as an isolated structure from OMol25. Energies are from wB97M-V/def2-TZVPD.

Results
Gap between HOMO and LUMO   9.6 eV
Highest occupied orbital energy   -8.89 eV
LUMO level   0.76 eV

Geometry (Å):
C: -1.07 -0.22 -0.31
C: -1.86 -0.71 0.91
C: 0.32 0.16 0.14
C: 2.30 -0.03 -0.17
N: -1.78 0.86 -0.97
C: 1.44 -0.78 0.53
O: 0.63 1.44 0.47
O: 3.58 -0.08 -0.52
N: 1.37 0.95 -0.73
H: 3.80 0.72 -1.03
H: -0.96 -1.05 -1.02
H: -1.25 1.18 -1.77
H: -1.86 1.65 -0.34
H: 1.50 -1.62 1.19
H: -1.37 -1.57 1.36
H: -2.86 -0.98 0.60
H: -1.93 0.09 1.66

Löwdin atomic charges, in units of e:
1. C -0.39
2. C -0.04
3. C -0.40
4. C -0.36
5. N 0.05
6. C 0.08
7. O 0.02
8. O 0.12
9. N 0.14
10. H 0.13
11. H 0.15
12. H 0.08
13. H 0.08
14. H 0.10
15. H 0.08
16. H 0.08
17. H 0.08

The data favor w); the next most stable structure lies 0.1391 hartree above it.

w) Here is C5H8N2O2 as an isolated structure from OMol25. Energies are from wB97M-V/def2-TZVPD.

Results
Gap between HOMO and LUMO   9.7 eV
Highest occupied orbital energy   -9.10 eV
LUMO level   0.62 eV

Geometry (Å):
C: 2.57 -0.88 0.15
C: 0.26 -0.49 -0.11
C: -2.15 -0.70 -0.12
C: 0.97 1.89 0.34
C: -0.52 1.67 -0.34
H: 3.14 -1.79 0.56
H: 2.90 -0.70 -1.07
H: 2.66 0.11 0.76
H: -3.09 -0.76 -0.75
H: 1.59 2.81 -0.03
H: 1.23 2.03 1.64
H: -1.10 2.11 -1.52
H: -1.26 1.28 0.40
N: 1.12 -1.49 0.21
N: 0.53 0.84 -0.51
O: -0.85 -1.00 -0.63
O: -2.20 -0.18 0.96

Löwdin atomic charges, in units of e:
1. C -0.14
2. C -0.42
3. C -0.21
4. C -0.10
5. C -0.16
6. H 0.07
7. H 0.13
8. H 0.06
9. H 0.17
10. H 0.11
11. H 0.19
12. H 0.20
13. H 0.06
14. N 0.07
15. N -0.12
16. O 0.04
17. O 0.05

x) Here is one molecule with the formula C5H8N2O2 from OMol25. Energies are from wB97M-V/def2-TZVPD.

Results
Gap between HOMO and LUMO   10.1 eV
Highest occupied orbital energy   -9.51 eV
LUMO level   0.57 eV
SMILES   [H]/N=C(/O)[C@@]12N[C@@H]1C[C@@H]2O

Geometry (Å):
O: 1.19 -1.86 -1.05
C: 0.21 -1.32 -0.22
C: 0.49 -1.24 1.32
C: 0.31 0.27 1.22
N: 1.29 0.75 0.25
C: 0.03 0.20 -0.25
C: -0.91 0.97 -1.10
N: -1.14 2.23 -1.08
H: 1.98 -1.32 -0.96
H: -0.73 -1.85 -0.43
H: -0.28 -1.74 1.91
H: 1.49 -1.56 1.63
H: -0.15 0.95 1.94
H: 1.27 1.77 0.22
O: -1.94 0.22 -1.50
H: -0.36 2.77 -0.71
H: -2.74 0.75 -1.18

Löwdin atomic charges, in units of e:
1. O 0.00
2. C -0.30
3. C -0.05
4. C -0.19
5. N 0.11
6. C -0.30
7. C -0.42
8. N 0.15
9. H 0.09
10. H 0.15
11. H 0.11
12. H 0.12
13. H 0.15
14. H 0.10
15. O 0.05
16. H 0.04
17. H 0.17

The data favor x); the next most stable structure lies 0.1662 hartree above it.

w) Here is a 3-piece molecular cluster, C3H10NO4 overall from OMol25. Energies are from wB97M-V/def2-TZVPD.

Results
Gap between HOMO and LUMO   8.3 eV
Highest occupied orbital energy   -4.39 eV
Charge   -1
LUMO level   3.95 eV

Geometry (Å):
O: 1.40 1.04 3.11
C: 0.87 0.72 2.04
C: 1.14 -0.46 1.30
N: -0.22 -1.13 0.90
C: -1.14 -0.24 0.18
O: -0.89 -0.05 -1.10
H: 0.01 1.39 1.52
H: 1.70 -1.32 1.77
H: 1.50 -0.03 0.26
H: -0.06 -1.92 0.29
H: -1.21 0.77 0.62
H: -2.10 -0.73 0.25
H: 0.41 -1.37 -3.13
H: 0.20 -1.39 -1.80
O: 0.92 -1.74 -2.38
H: -0.55 1.44 -1.02
H: -1.40 2.49 -1.63
O: -0.58 2.54 -1.19

Löwdin atomic charges, in units of e:
1. O -0.01
2. C -0.30
3. C -0.17
4. N -0.04
5. C -0.53
6. O -0.28
7. H 0.14
8. H 0.13
9. H 0.16
10. H 0.07
11. H 0.07
12. H 0.09
13. H 0.03
14. H -0.02
15. O -0.14
16. H 0.03
17. H -0.04
18. O -0.20

x) Here is a 3-piece molecular cluster, C3H10NO4 overall from OMol25. Energies are from wB97M-V/def2-TZVPD.

Results
Gap between HOMO and LUMO   8.2 eV
Highest occupied orbital energy   -4.27 eV
Charge   -1
LUMO level   3.89 eV

Geometry (Å):
C: -1.11 -0.39 0.65
N: 0.23 -1.00 0.24
C: 1.47 -0.88 1.07
O: 1.40 0.23 1.62
O: 2.12 -1.88 1.22
C: -2.13 -0.73 -0.48
H: -1.38 -0.65 1.67
H: -0.92 0.63 0.61
H: 0.14 -1.85 -0.29
H: -3.14 -0.41 -0.49
H: -2.24 -1.80 -0.68
H: -1.61 -0.26 -1.36
H: 1.25 1.31 -1.69
H: 0.83 -0.07 -1.90
O: 0.51 0.80 -2.06
H: 1.37 1.54 0.68
H: 1.63 3.04 0.93
O: 1.58 2.36 0.28

Löwdin atomic charges, in units of e:
1. C -0.23
2. N -0.01
3. C -0.78
4. O -0.07
5. O -0.01
6. C -0.11
7. H 0.10
8. H 0.07
9. H 0.07
10. H 0.04
11. H 0.05
12. H 0.06
13. H 0.02
14. H 0.00
15. O -0.07
16. H -0.07
17. H 0.00
18. O -0.06

y) Here is a 3-piece molecular cluster, C3H10NO4 overall from OMol25. Energies are from wB97M-V/def2-TZVPD.

Results
Gap between HOMO and LUMO   8.3 eV
Highest occupied orbital energy   -4.51 eV
Charge   -1
LUMO level   3.79 eV

Geometry (Å):
O: 2.02 -2.33 -1.09
C: 1.78 -1.46 -0.27
C: 0.63 -1.37 0.65
N: 0.59 0.00 1.18
C: 0.13 0.94 0.10
O: -1.13 0.70 -0.36
H: 2.57 -0.71 -0.11
H: 0.81 -2.22 1.32
H: -0.35 -1.55 0.19
H: -0.05 0.03 1.96
H: 0.87 0.83 -0.71
H: 0.26 1.92 0.60
H: -2.18 0.31 2.24
H: -2.23 0.50 0.74
O: -2.87 0.41 1.56
H: -0.71 0.86 -2.16
H: 0.13 1.99 -2.82
O: -0.26 1.15 -3.02

Löwdin atomic charges, in units of e:
1. O 0.01
2. C -0.29
3. C -0.21
4. N -0.07
5. C -0.44
6. O -0.30
7. H 0.12
8. H 0.12
9. H 0.12
10. H 0.07
11. H 0.09
12. H 0.10
13. H -0.02
14. H -0.01
15. O -0.17
16. H 0.01
17. H -0.01
18. O -0.12

z) Here is a 3-piece molecular cluster, C3H10NO4 overall from OMol25. Energies are from wB97M-V/def2-TZVPD.

Results
Gap between HOMO and LUMO   8.4 eV
Highest occupied orbital energy   -4.45 eV
Charge   -1
LUMO level   3.92 eV

Geometry (Å):
O: 3.46 -0.54 -0.40
C: 2.63 0.15 0.14
C: 1.18 -0.23 0.23
N: 0.41 0.42 1.26
C: -1.00 -0.10 1.27
O: -1.71 0.01 0.11
H: 2.93 1.14 0.54
H: 0.85 -0.09 -0.80
H: 1.14 -1.31 0.40
H: 0.21 1.37 0.93
H: -0.93 -1.14 1.64
H: -1.48 0.46 2.09
H: -1.11 1.23 -0.71
H: -1.58 2.36 -1.62
O: -0.75 2.01 -1.27
H: -1.38 -1.41 -0.61
H: -1.75 -2.17 -1.97
O: -1.12 -2.15 -1.24

Löwdin atomic charges, in units of e:
1. O 0.01
2. C -0.26
3. C -0.23
4. N -0.06
5. C -0.46
6. O -0.30
7. H 0.11
8. H 0.12
9. H 0.13
10. H 0.08
11. H 0.10
12. H 0.09
13. H -0.02
14. H 0.00
15. O -0.15
16. H -0.02
17. H 0.00
18. O -0.14

The data favor x); the next most stable structure lies 0.0340 hartree above it.

w) Here is a 2-piece molecular cluster, C2H3FO2S overall from OMol25. Energies are from wB97M-V/def2-TZVPD.

Results
Gap between HOMO and LUMO (spin up / spin down)   7.6 / 7.6 eV
Highest occupied orbital energy (spin up / spin down)   -10.66 / -10.66 eV
LUMO level (spin up / spin down)   -3.03 / -3.03 eV

Geometry (Å):
C: -0.66 1.07 0.94
C: -0.59 0.22 -0.08
O: 1.18 -0.36 -1.93
O: 2.12 -0.48 0.28
F: -0.49 -2.78 -0.28
S: 0.98 -0.56 -0.54
H: -1.56 1.64 1.09
H: 0.26 1.17 1.42
H: -1.23 0.08 -0.91

Löwdin atomic charges, in units of e:
1. C 0.07
2. C -0.20
3. O -0.24
4. O -0.23
5. F -0.52
6. S 0.89
7. H 0.09
8. H 0.06
9. H 0.09

x) Here is one molecule with the formula C2H3FO2S from OMol25. Energies are from wB97M-V/def2-TZVPD.

Results
Gap between HOMO and LUMO (spin up / spin down)   8.1 / 8.1 eV
Highest occupied orbital energy (spin up / spin down)   -8.87 / -8.87 eV
LUMO level (spin up / spin down)   -0.77 / -0.77 eV

Geometry (Å):
C: 1.88 0.77 -0.59
C: -1.47 -0.76 0.12
O: 3.00 0.59 -0.29
O: 0.66 0.11 1.72
F: -2.31 0.00 -0.59
S: 0.14 0.56 0.46
H: 1.35 1.37 -1.42
H: -1.86 -0.92 1.16
H: -1.39 -1.72 -0.58

Löwdin atomic charges, in units of e:
1. C -0.35
2. C -0.27
3. O 0.09
4. O -0.58
5. F -0.11
6. S 0.92
7. H 0.09
8. H 0.09
9. H 0.13

The data favor x); the next most stable structure lies 0.0382 hartree above it.

w) Here is a 3-piece molecular cluster, H6O3 overall from OMol25. Energies are from wB97M-V/def2-TZVPD.

Results
Gap between HOMO and LUMO   11.8 eV
Highest occupied orbital energy   -11.27 eV
LUMO level   0.54 eV
SMILES   O.O.O

Geometry (Å):
O: 10.76 -22.92 -14.00
H: 10.44 -23.77 -14.30
H: 10.05 -22.31 -14.21
O: 12.52 -21.54 -18.63
H: 12.79 -22.36 -19.03
H: 12.21 -21.78 -17.75
O: 14.51 -18.16 -19.41
H: 15.45 -18.22 -19.26
H: 14.19 -19.05 -19.27

Löwdin atomic charges, in units of e:
1. O -0.05
2. H 0.03
3. H 0.03
4. O -0.05
5. H 0.03
6. H 0.03
7. O -0.05
8. H 0.03
9. H 0.02

x) Here is H6O3 as an isolated structure from OMol25. Energies are from wB97M-V/def2-TZVPD.

Results
Gap between HOMO and LUMO   11.1 eV
Highest occupied orbital energy   -10.32 eV
LUMO level   0.80 eV

Geometry (Å):
O: 0.93 -0.98 0.85
H: 0.25 -1.11 0.11
H: 1.21 -1.86 1.10
O: -0.06 1.52 0.17
H: -0.86 1.52 0.74
H: 0.59 0.93 0.63
O: -0.83 -0.44 -1.04
H: -1.01 -0.82 -1.84
H: -0.51 0.61 -0.58

Löwdin atomic charges, in units of e:
1. O -0.11
2. H 0.03
3. H 0.03
4. O 0.06
5. H 0.12
6. H 0.09
7. O -0.20
8. H -0.04
9. H 0.03

y) Here is a 3-piece molecular cluster, H6O3 overall from OMol25. Energies are from wB97M-V/def2-TZVPD.

Results
Gap between HOMO and LUMO   11.2 eV
Highest occupied orbital energy   -10.82 eV
LUMO level   0.39 eV
SMILES   O.O.O

Geometry (Å):
O: -0.04 1.00 1.02
H: 0.16 0.91 0.13
H: 0.16 1.88 1.15
O: 0.50 0.41 -1.52
H: -0.34 0.29 -2.06
H: 0.95 -0.48 -1.42
O: -0.35 -1.62 1.13
H: -0.23 -0.67 1.25
H: -0.82 -1.71 0.34

Löwdin atomic charges, in units of e:
1. O 0.00
2. H -0.05
3. H 0.02
4. O -0.09
5. H 0.10
6. H 0.09
7. O -0.05
8. H -0.02
9. H -0.01

z) Here is a 3-piece molecular cluster, H6O3 overall from OMol25. Energies are from wB97M-V/def2-TZVPD.

Results
Gap between HOMO and LUMO   11.9 eV
Highest occupied orbital energy   -11.59 eV
LUMO level   0.33 eV
SMILES   O.O.O

Geometry (Å):
O: -0.28 -2.00 -0.97
H: -0.51 -2.47 -1.78
H: -0.41 -1.09 -1.30
O: 1.62 1.92 1.13
H: 1.40 1.24 0.49
H: 2.43 1.50 1.45
O: -1.74 0.53 0.32
H: -0.88 0.69 0.80
H: -1.62 -0.32 -0.14

Löwdin atomic charges, in units of e:
1. O -0.06
2. H 0.04
3. H 0.04
4. O -0.05
5. H 0.02
6. H 0.04
7. O -0.07
8. H 0.05
9. H 0.00

The data favor w); the next most stable structure lies 0.0027 hartree above it.